Entry from OMol25: 9 unconnected molecules or ions with the total composition C63H140Br2N7 (ωB97M-V/def2-TZVPD).

Element x y z (Å)
Br: 1.74 3.79 7.81
Br: -6.30 8.68 -1.09
N: 3.63 14.86 -6.86
N: -0.77 2.67 1.36
N: 8.45 1.58 0.26
N: 6.97 -11.46 -0.57
N: -6.37 4.97 -7.08
N: -5.35 -0.70 9.75
N: -4.87 -9.84 2.72
C: 7.53 0.76 1.29
C: -1.18 3.51 0.11
C: 8.01 -13.67 -1.15
C: -4.15 -1.48 9.16
C: -5.48 0.47 -4.45
C: 3.54 16.42 -6.75
C: 8.02 0.88 2.75
C: -5.79 4.23 -8.32
C: -5.13 -9.08 -1.21
C: 5.05 14.64 -6.35
C: -5.09 -0.19 11.14
C: 7.61 3.36 -1.42
C: -0.54 0.30 2.25
C: 9.87 1.02 0.05
C: 6.44 -10.76 -1.86
C: -6.18 -10.51 4.73
C: -1.13 1.13 1.15
C: 4.92 -11.13 -2.22
C: 4.17 -8.66 -2.63
C: -7.02 7.23 -7.79
C: 8.50 -11.34 -0.52
C: -8.00 -4.38 9.29
C: -4.42 1.24 10.92
C: 1.10 -1.24 1.09
C: -6.54 -2.75 10.75
C: -5.92 4.13 -5.83
C: -6.63 -1.62 9.73
C: 1.66 11.81 -5.36
C: 2.53 12.62 -6.34
C: -1.53 3.22 2.56
C: 0.26 12.45 -5.11
C: 4.33 -10.12 -3.25
C: -5.20 -11.34 2.57
C: 4.89 17.11 -6.91
C: -3.35 -9.73 3.10
C: 6.95 0.39 3.71
C: 7.55 -0.19 5.01
C: 0.86 4.46 1.05
C: -5.66 0.52 8.87
C: -0.14 4.60 -0.05
C: -4.39 -9.64 0.11
C: -6.13 2.64 -5.86
C: -6.06 2.00 -4.40
C: -5.09 -9.02 1.42
C: -7.93 5.01 -7.16
C: -5.87 6.45 -7.04
C: 0.71 2.99 1.37
C: 7.75 1.80 -1.14
C: 2.50 14.15 -6.12
C: 5.77 15.84 -7.00
C: -4.41 -9.45 -2.47
C: -7.90 -3.57 10.59
C: 3.41 14.49 -8.42
C: 6.80 -13.03 -0.68
C: -5.81 -9.33 3.82
C: 6.24 -10.84 0.68
C: -0.15 -1.14 1.99
C: -4.96 1.70 9.52
C: 8.62 4.01 -0.54
C: -8.26 6.28 -7.97
C: -5.66 -11.76 4.06
C: 9.02 -12.52 -1.38
C: 8.73 3.09 0.74
H: 7.60 -0.29 1.01
H: -1.16 2.80 3.49
H: -7.36 8.00 -7.09
H: 1.23 2.74 2.30
H: -7.26 -10.43 4.84
H: 3.79 -7.96 -3.37
H: 3.63 13.44 -8.59
H: -5.43 -8.03 -1.15
H: -5.85 -10.37 5.76
H: -1.30 4.28 2.69
H: -4.23 2.10 8.81
H: 5.96 -13.30 -1.33
H: -4.40 0.49 -4.56
H: 0.97 2.24 0.62
H: -4.68 1.84 11.79
H: 7.93 3.15 1.47
H: 6.56 -13.40 0.32
H: -4.93 6.39 -7.59
H: -3.90 -2.38 9.73
H: 9.55 4.08 -1.10
H: 0.32 0.64 2.82
H: 10.38 1.77 -0.55
H: 8.43 -14.32 -0.37
H: -5.30 0.24 7.88
H: -6.62 7.72 -8.67
H: -2.58 2.94 2.50
H: 7.94 0.56 5.69
H: 4.82 -10.11 -4.22
H: -6.47 4.53 -4.97
H: 7.87 3.64 -2.45
H: 0.68 5.03 1.97
H: 6.35 -0.31 3.14
H: -3.91 -8.59 -2.93
H: 4.17 15.04 -8.97
H: 5.06 -8.08 -2.37
H: -4.88 4.40 -5.66
H: 8.31 1.89 3.06
H: 5.16 -11.03 0.69
H: 0.14 4.53 -1.10
H: 8.19 1.21 -1.95
H: 8.82 0.17 2.95
H: 2.40 14.88 -8.61
H: -4.83 -12.24 4.58
H: -0.73 0.93 0.15
H: 1.62 14.60 -6.57
H: 1.65 10.82 -5.82
H: 6.41 1.29 3.99
H: -5.78 2.39 9.71
H: 10.06 -12.77 -1.15
H: 10.42 0.95 0.99
H: -5.87 -0.02 -5.34
H: -0.51 11.78 -4.73
H: 6.67 16.09 -6.44
H: -4.70 4.11 -8.26
H: 6.42 -9.77 0.65
H: 2.25 12.37 -7.37
H: -6.14 -9.47 -1.31
H: 5.26 13.61 -6.66
H: -8.80 -5.11 9.37
H: -6.03 4.64 -9.30
H: 5.12 17.79 -6.09
H: -4.70 -8.04 1.69
H: 9.79 0.05 -0.43
H: 5.00 17.79 -7.76
H: -7.35 -0.86 10.05
H: -3.34 1.12 10.96
H: 0.36 13.34 -4.48
H: 2.27 11.63 -4.48
H: -4.45 -1.76 8.15
H: 1.81 4.81 0.65
H: 0.02 -1.78 2.85
H: -8.08 -3.74 8.40
H: -8.80 -3.00 10.78
H: 6.80 -11.21 1.54
H: -6.26 3.25 -8.28
H: 8.77 -10.40 -1.01
H: 2.46 14.47 -5.08
H: 3.37 -10.45 -3.65
H: -6.18 -8.93 1.39
H: -0.65 5.55 -0.15
H: -6.48 -2.37 11.77
H: -5.81 6.69 -5.98
H: -3.03 -10.43 3.87
H: 9.07 -12.31 -2.44
H: -5.37 2.58 -3.79
H: -1.32 0.25 3.02
H: -7.13 2.46 -6.26
H: -6.75 -1.96 8.70
H: 4.82 -12.15 -2.59
H: -7.05 1.90 -3.94
H: -5.16 -9.54 -3.25
H: -6.71 0.68 8.65
H: 6.20 15.50 -7.94
H: 7.06 -11.03 -2.72
H: 3.11 16.63 -5.77
H: -9.13 6.84 -7.62
H: 6.81 1.28 -0.96
H: -1.12 2.84 -0.75
H: -3.28 -8.68 3.39
H: -6.47 -12.50 4.00
H: 2.72 16.82 -7.36
H: -6.03 0.08 11.62
H: -8.46 4.14 -7.53
H: 4.91 14.85 -5.29
H: -8.28 5.21 -6.14
H: 1.02 -0.67 0.17
H: -5.60 -3.30 10.70
H: 3.46 -8.48 -1.83
H: 9.55 3.33 1.42
H: 6.55 -9.68 -1.74
H: -3.82 -10.37 -2.52
H: -3.32 -0.79 9.32
H: -6.70 -8.95 3.33
H: -7.83 -4.26 11.43
H: -7.08 -4.96 9.29
H: 6.52 1.17 1.27
H: 4.24 -11.13 -1.37
H: -2.22 1.03 1.14
H: -6.10 -11.36 1.95
H: 2.09 -1.13 1.54
H: -4.47 -12.09 2.26
H: -1.00 -1.63 1.50
H: -2.83 -10.22 2.28
H: 3.57 12.30 -6.28
H: -5.43 -8.46 4.35
H: 8.53 5.02 -0.13
H: -2.18 3.95 0.16
H: -0.16 12.82 -6.05
H: -5.37 2.12 -6.44
H: 1.17 -2.27 0.74
H: -5.81 -0.05 -3.55
H: 7.93 -14.29 -2.04
H: 6.75 -0.67 5.58
H: 8.82 -11.45 0.51
H: -8.32 6.00 -9.02
H: 8.33 -0.91 4.75
H: -3.38 -9.24 0.17
H: -4.70 -1.00 11.74
H: -4.08 -10.69 0.16
H: 6.60 3.61 -1.11

Properties
energy	-218066.9577	eV
total charge	+5
highest occupied orbital energy	-10.27	eV
energy relative to the best compared isomer or geometry (same formula, charge and spin)	6.366	eV
LUMO	-6.77	eV

Mulliken atomic charge list, values in e, 2 entries:
1 Br -0.98
2 Br -0.99

***

Entry from OMol25: 2 unconnected molecules or ions with the total composition H2N3OP (ωB97M-V/def2-TZVPD).

Element x y z (Å)
P: 1.84 1.54 -0.70
O: -0.14 -1.19 1.46
N: -0.74 1.03 -1.32
N: -1.82 0.71 -1.52
N: 0.33 1.07 -0.80
H: 0.46 -1.24 0.80
H: 0.07 -1.92 2.08

Properties
energy	-15834.5509	eV
total charge	0
highest occupied orbital energy (alpha / beta)	-7.72 / -7.70	eV
energy relative to the best compared isomer or geometry (same formula, charge and spin)	0.124	eV
LUMO (alpha / beta)	-1.28 / -1.25	eV

Mulliken atomic charge list, values in e, 2 entries:
1 P -0.13
2 O -0.61

***

Entry from OMol25: 3 unconnected molecules or ions with the total composition C17H26F3IN4O3 (ωB97M-V/def2-TZVPD).

Element x y z (Å)
I: -1.05 1.36 -3.44
F: -2.85 -3.32 0.16
F: -1.04 -3.68 -0.99
F: -2.78 -2.74 -1.95
O: 1.37 -0.08 -2.42
O: 0.05 -1.84 -2.92
O: -2.37 -0.90 0.62
N: 3.06 -2.66 -0.19
N: 0.92 -1.75 -0.77
N: -2.66 4.12 -1.27
N: -0.52 -2.42 3.63
C: -2.04 -2.81 -0.81
C: -1.67 4.78 -0.59
C: 0.66 1.08 -2.11
C: -1.55 -1.39 -0.43
C: 2.26 2.67 -0.97
C: -0.16 -1.36 0.15
C: -0.14 -2.88 5.76
C: 3.10 -3.34 -1.48
C: -3.30 6.23 -1.13
C: 0.72 -1.26 -2.09
C: 1.06 -3.10 5.03
C: 1.61 2.26 -2.28
C: -1.09 -2.46 4.87
C: -3.66 5.00 -1.60
C: 2.23 -1.45 -0.22
C: 0.79 -2.81 3.72
C: -2.04 6.10 -0.49
H: -0.29 -3.01 6.82
H: -2.65 3.14 -1.49
H: 1.42 -2.86 2.84
H: 2.00 -3.44 5.42
H: -3.88 7.14 -1.24
H: 2.12 -1.11 0.80
H: 3.59 -2.75 -2.26
H: -0.99 -2.15 2.79
H: -3.04 -0.32 0.26
H: 3.09 2.03 -0.70
H: -0.16 -2.08 0.95
H: 2.11 -3.63 -1.80
H: 4.01 -2.35 -0.01
H: 3.68 -4.24 -1.36
H: 2.36 1.93 -2.99
H: -0.80 4.26 -0.24
H: 2.74 -0.65 -0.76
H: 2.66 3.67 -1.05
H: 1.53 2.67 -0.17
H: -2.13 -2.19 5.01
H: -1.69 -0.72 -1.28
H: 1.11 3.11 -2.71
H: -4.53 4.67 -2.14
H: -1.47 6.87 -0.01
H: 0.29 1.06 -1.09
H: 0.01 -0.39 0.61

Properties
energy	-46405.3848	eV
SMILES	CC[C@@H](I)OC(=O)N(CNC)C[C@H](O)C(F)(F)F.c1cc[nH]c1.c1cc[nH]c1
total charge	0
highest occupied orbital energy	-8.29	eV
LUMO	0.01	eV

Mulliken atomic charge list, values in e, 2 entries:
1 I -0.03
2 F -0.28